(1)
The molecule CHNO3S2 at a distorted geometry. Source: OMol25; level of theory: wB97M-V/def2-TZVPD.

Largest force on an atom   1.5 eV/A
Energy above the lowest of the compared OMol25 structures with the same formula, charge and spin   1.149 eV
E_LUMO   -0.34 eV
HOMO   -9.3 eV
Total charge   0
SMILES   O=[N+]([O-])OC(=S)S

Each line ends with the Löwdin charge.
Atoms and positions in Å:
O  4.02  0.31  -0.85  0.196
N  3.60  -0.36  0.00  -0.363
O  3.98  -0.77  1.01  0.214
O  2.16  -0.92  -0.35  -0.116
C  1.11  -0.12  -0.24  -1.278
S  1.16  1.46  0.15  0.665
S  -0.37  -1.06  -0.37  0.798
H  -1.16  -0.06  0.04  -0.118



(2)
A structure of composition C24H37N3O11P2V at a distorted geometry. Source: OMol25; level of theory: wB97M-V/def2-TZVPD.

Largest force on an atom   2.2 eV/A
2S+1   4
Energy above the lowest of the compared OMol25 structures with the same formula, charge and spin   0.681 eV
E_LUMO (alpha / beta)   -0.02 / -0.27 eV
<S²>   3.770
HOMO (alpha / beta)   -6.1 / -9.2 eV
Total charge   0

Each line ends with the Löwdin charge.
Atoms and positions in Å:
V  -0.04  1.44  0.90  0.788
O  3.18  -1.50  1.68  0.120
C  2.03  -1.14  2.28  -0.498
O  1.01  -1.77  2.23  0.143
C  2.20  0.18  2.98  -0.104
O  0.99  0.92  2.97  -0.156
C  1.20  2.22  3.58  -0.069
C  1.54  3.26  2.54  -0.609
O  1.98  4.34  2.90  0.042
O  1.30  2.91  1.30  -0.148
H  3.00  -2.33  1.22  0.120
H  3.01  0.76  2.55  0.146
H  2.46  -0.08  4.00  0.148
H  1.97  2.17  4.34  0.137
H  0.26  2.52  4.03  0.131
C  -3.02  -4.75  0.52  -0.043
C  -3.75  -3.52  -0.05  -0.560
C  -5.13  -3.42  0.60  -0.069
C  -3.94  -3.69  -1.57  -0.045
C  -2.90  -2.27  0.21  -0.144
C  -3.34  -1.20  0.99  0.019
C  -2.50  -0.14  1.24  -0.044
N  -1.25  -0.07  0.73  0.000
C  -0.83  -1.08  -0.07  -0.171
C  -1.62  -2.18  -0.31  0.048
C  0.54  -0.86  -0.61  -0.167
C  1.23  -1.77  -1.40  0.052
C  2.51  -1.50  -1.84  -0.157
C  3.04  -0.25  -1.50  -0.003
C  2.34  0.62  -0.72  -0.058
N  1.11  0.31  -0.22  0.007
C  3.36  -2.48  -2.64  -0.561
C  2.59  -3.76  -2.97  -0.066
C  4.59  -2.86  -1.80  -0.040
C  3.81  -1.83  -3.95  -0.043
H  -3.63  -5.64  0.37  0.087
H  -2.84  -4.63  1.59  0.094
H  -2.06  -4.91  0.03  0.079
H  -5.68  -4.34  0.42  0.086
H  -5.71  -2.58  0.20  0.091
H  -5.05  -3.29  1.69  0.089
H  -4.56  -4.56  -1.77  0.087
H  -2.98  -3.83  -2.08  0.078
H  -4.43  -2.81  -2.00  0.094
H  -4.34  -1.18  1.40  0.108
H  -2.81  0.71  1.83  0.115
H  -1.22  -2.98  -0.93  0.111
H  0.74  -2.70  -1.66  0.103
H  4.02  0.06  -1.86  0.119
H  2.72  1.59  -0.45  0.123
H  2.26  -4.29  -2.07  0.087
H  3.25  -4.44  -3.53  0.088
H  1.71  -3.56  -3.59  0.092
H  4.30  -3.40  -0.90  0.085
H  5.16  -1.97  -1.50  0.085
H  5.26  -3.51  -2.39  0.089
H  2.95  -1.54  -4.56  0.095
H  4.42  -2.53  -4.53  0.087
H  4.42  -0.94  -3.77  0.080
N  0.53  5.45  0.73  0.168
C  -0.82  4.82  0.40  -0.421
C  -1.78  5.94  -0.05  -0.099
P  -1.51  4.05  2.00  0.374
O  -3.10  4.26  1.80  -0.145
O  -1.02  4.89  3.12  -0.271
O  -1.33  2.54  2.03  -0.359
P  -0.44  3.63  -1.03  0.380
O  -1.42  4.23  -2.18  -0.150
O  0.98  3.85  -1.41  -0.309
O  -0.92  2.22  -0.74  -0.341
H  0.92  5.18  1.65  0.085
H  0.47  6.46  0.68  0.153
H  1.20  5.09  0.03  0.113
H  -1.99  6.61  0.79  0.086
H  -2.71  5.54  -0.41  0.077
H  -1.33  6.52  -0.86  0.086
H  -3.39  4.97  2.40  0.085
H  -1.19  3.82  -3.03  0.089



(3)
The molecule C3HCl3O2 at a distorted geometry. Source: OMol25; level of theory: wB97M-V/def2-TZVPD.

Largest force on an atom   2.5 eV/A
Energy above the lowest of the compared OMol25 structures with the same formula, charge and spin   0.708 eV
E_LUMO   -0.41 eV
HOMO   -10.9 eV
Total charge   0
SMILES   O=CC(Cl)(Cl)C(=O)Cl

Each line ends with the Löwdin charge.
Atoms and positions in Å:
O  2.13  -0.29  0.41  0.125
C  1.04  -0.43  0.85  -0.304
C  -0.27  -0.42  -0.09  -1.205
Cl  -0.20  -1.82  -1.11  0.747
Cl  -1.59  -0.45  1.06  0.693
C  -0.45  0.82  -0.90  -0.911
O  -0.47  0.84  -2.10  0.057
Cl  -0.74  2.25  0.05  0.715
H  0.56  -0.49  1.83  0.083



(4)
The molecule C3H4N2 at a distorted geometry. Source: OMol25; level of theory: wB97M-V/def2-TZVPD.

Largest force on an atom   2.9 eV/A
Energy above the lowest of the compared OMol25 structures with the same formula, charge and spin   2.676 eV
E_LUMO   0.96 eV
HOMO   -8.9 eV
Total charge   0
SMILES   c1cn[nH]c1

Each line ends with the Löwdin charge.
Atoms and positions in Å:
C  0.64  0.90  0.17  -0.126
C  1.07  -0.46  0.21  -0.235
N  0.12  -1.35  0.03  0.034
N  -0.99  -0.58  -0.01  -0.032
C  -0.76  0.74  0.05  -0.105
H  1.29  0.94  -0.71  0.102
H  2.11  -0.72  0.27  0.103
H  -1.87  -1.06  -0.11  0.148
H  -1.60  1.43  0.04  0.111



(5)
A structure of composition C6H18Li2O6 at a distorted geometry. Source: OMol25; level of theory: wB97M-V/def2-TZVPD.

Largest force on an atom   13.7 eV/A
Energy above the lowest of the compared OMol25 structures with the same formula, charge and spin   6.408 eV
E_LUMO   0.23 eV
HOMO   -7.4 eV
Total charge   0

Each line ends with the Löwdin charge.
Atoms and positions in Å:
Li  0.12  -0.24  0.87  0.445
Li  1.07  -1.97  1.77  0.638
C  -0.85  -0.97  2.77  -0.270
O  -0.36  -1.50  1.57  -0.485
H  -0.13  -0.99  3.58  0.066
H  -1.05  0.10  2.78  0.047
H  -1.80  -1.36  3.13  0.070
C  2.57  -1.44  0.19  -0.187
O  1.35  -0.81  0.61  -0.549
H  3.04  -1.97  1.02  0.053
H  2.51  -2.19  -0.61  0.080
H  3.38  -0.75  -0.03  0.067
C  0.00  2.07  0.64  -0.186
C  -1.47  1.51  0.63  -0.218
O  -1.43  0.20  0.25  -0.155
O  0.82  1.37  1.56  -0.095
H  0.05  3.13  0.87  0.123
H  0.38  2.00  -0.38  0.105
H  -1.97  2.09  -0.15  0.130
H  -2.05  1.75  1.52  0.125
H  -2.19  -0.04  -0.29  0.119
H  1.72  1.66  1.42  0.111
C  -0.40  0.11  -3.16  -0.220
C  -0.85  -0.71  -1.94  -0.235
O  0.10  -1.45  -1.17  -0.046
O  0.07  1.35  -2.70  -0.060
H  -1.34  0.38  -3.65  0.112
H  0.10  -0.46  -3.94  0.122
H  -1.64  -1.38  -2.28  0.124
H  -1.51  -0.07  -1.36  0.068
H  0.73  -0.79  -0.87  0.015
H  1.03  1.36  -2.66  0.089



(6)
A structure of composition C3H7N3O2 at a distorted geometry. Source: OMol25; level of theory: wB97M-V/def2-TZVPD.

Largest force on an atom   6.1 eV/A
Energy above the lowest of the compared OMol25 structures with the same formula, charge and spin   5.809 eV
E_LUMO   -0.02 eV
HOMO   -9.4 eV
Total charge   0

Each line ends with the Löwdin charge.
Atoms and positions in Å:
C  1.48  0.95  -0.96  -0.543
C  0.18  0.64  -0.07  -0.102
C  -2.17  -0.41  1.16  -0.407
H  2.62  -0.20  -2.47  0.227
H  1.29  -0.92  -1.09  0.121
H  0.56  1.10  0.95  0.160
H  -0.48  1.35  -0.35  0.069
H  -0.79  -1.17  -0.67  0.118
H  -0.15  -1.21  2.26  0.311
H  -2.72  -0.47  2.29  0.173
N  2.06  -0.15  -1.41  0.088
N  -0.11  -0.86  0.01  -0.061
N  -0.91  -0.91  1.19  -0.098
O  1.84  2.19  -1.01  -0.044
O  -2.69  0.08  0.16  -0.011



(7)
A structure of composition C18H41AuN2OP3Se at a distorted geometry. Source: OMol25; level of theory: wB97M-V/def2-TZVPD.

Largest force on an atom   2.8 eV/A
2S+1   3
Energy above the lowest of the compared OMol25 structures with the same formula, charge and spin   1.751 eV
E_LUMO (alpha / beta)   -9.51 / -12.73 eV
<S²>   2.025
HOMO (alpha / beta)   -17.4 / -17.4 eV
Total charge   +3

Each line ends with the Löwdin charge.
Atoms and positions in Å:
Au  -0.43  -0.10  -0.76  0.371
P  -3.00  -0.15  0.02  0.869
P  0.09  -2.17  0.25  0.695
P  -0.11  2.13  0.14  0.713
H  4.66  -0.78  -0.45  0.054
C  4.49  0.16  0.08  -0.080
C  4.09  0.20  1.36  -0.076
H  3.84  -0.70  1.92  0.047
C  -4.07  -0.21  -1.46  -0.235
C  -3.63  -1.56  1.01  -0.208
C  -3.71  1.26  0.96  -0.211
C  1.86  -2.53  0.29  -0.222
C  -0.44  -2.61  1.93  -0.227
C  -0.63  -3.46  -0.81  -0.251
C  1.62  2.69  0.19  -0.225
C  -0.76  2.64  1.75  -0.225
C  -0.89  3.31  -1.02  -0.224
H  4.84  1.06  -0.45  0.064
H  4.03  1.15  1.91  0.051
H  -5.13  -0.29  -1.13  0.088
H  -3.77  -1.08  -2.07  0.047
H  -3.90  0.71  -2.04  0.063
H  -4.73  -1.59  0.91  0.090
H  -3.36  -1.40  2.07  0.060
H  -3.20  -2.50  0.65  0.042
H  -4.80  1.09  1.07  0.093
H  -3.53  2.20  0.43  0.046
H  -3.24  1.28  1.96  0.054
H  2.03  -3.56  -0.08  0.077
H  2.21  -2.47  1.33  0.054
H  2.43  -1.82  -0.32  0.017
H  -0.71  -3.68  1.95  0.084
H  -1.27  -1.99  2.28  0.001
H  0.41  -2.45  2.61  0.061
H  -0.15  -4.41  -0.52  0.076
H  -0.44  -3.22  -1.86  0.024
H  -1.71  -3.53  -0.64  0.046
H  1.66  3.78  0.10  0.082
H  2.19  2.23  -0.63  0.050
H  2.05  2.39  1.15  0.048
H  -0.07  3.40  2.15  0.082
H  -0.80  1.77  2.44  0.010
H  -1.76  3.09  1.62  0.053
H  -0.44  4.30  -0.88  0.076
H  -1.97  3.41  -0.82  0.047
H  -0.75  2.99  -2.06  0.051
C  0.76  -0.06  -4.10  -0.593
C  2.05  -0.22  -3.55  -0.117
C  3.19  -0.10  -4.35  -0.033
C  3.09  0.25  -5.70  0.012
C  1.82  0.54  -6.22  -0.015
C  0.68  0.43  -5.43  -0.086
Se  -0.83  -0.58  -3.18  0.867
H  0.30  0.29  0.76  0.057
H  2.15  -0.49  -2.50  0.071
H  4.18  -0.28  -3.92  0.126
H  3.98  0.30  -6.34  0.142
H  1.74  0.87  -7.26  0.135
H  -0.29  0.69  -5.84  0.118
N  -0.68  -1.08  5.48  0.175
C  -0.46  -0.02  4.66  -0.633
N  0.38  0.90  5.22  0.173
O  -1.00  0.10  3.54  -0.073
H  -0.40  -1.06  6.44  0.115
H  -1.35  -1.79  5.16  0.127
H  0.67  1.69  4.64  0.110
H  0.96  0.62  5.99  0.119



(8)
A cluster of 2 separate species, C6H5N in total at a distorted geometry. Source: OMol25; level of theory: wB97M-V/def2-TZVPD.

Largest force on an atom   4.1 eV/A
Energy above the lowest of the compared OMol25 structures with the same formula, charge and spin   6.624 eV
E_LUMO   0.23 eV
HOMO   -7.9 eV
Total charge   0
SMILES   C1=CC=1.C=C=C=N

Each line ends with the Löwdin charge.
Atoms and positions in Å:
C  2.31  0.39  0.21  0.019
C  1.86  -0.96  0.37  -0.017
C  2.52  -0.66  -0.75  -0.001
H  1.38  -1.57  1.03  0.069
H  2.52  -1.02  -1.80  0.118
C  -2.89  -0.19  0.30  -0.009
C  -1.71  0.38  0.15  -0.114
C  -0.75  1.20  -0.15  -0.238
N  0.27  1.89  -0.23  0.092
H  -3.86  0.28  0.11  0.061
H  -2.92  -1.20  0.56  0.019
H  1.28  1.45  0.18  0.003



(9)
The molecule C6H5BClFO2 at a distorted geometry. Source: OMol25; level of theory: wB97M-V/def2-TZVPD.

Largest force on an atom   3.2 eV/A
E_LUMO   0.36 eV
HOMO   -9.1 eV
Total charge   0
SMILES   OB(O)c1ccc(F)c(Cl)c1

Each line ends with the Löwdin charge.
Atoms and positions in Å:
O  1.24  2.53  0.33  0.175
B  1.33  1.45  -0.49  -0.606
O  2.18  1.45  -1.59  0.155
C  0.28  0.32  -0.19  -0.094
C  0.60  -1.01  -0.24  -0.038
C  -0.27  -2.06  0.04  0.012
C  -1.49  -1.74  0.54  -0.310
F  -2.20  -2.58  1.26  0.090
C  -1.82  -0.37  0.65  -0.603
Cl  -3.40  0.00  1.19  0.740
C  -0.93  0.60  0.38  -0.070
H  1.74  3.31  -0.03  0.145
H  2.22  0.70  -2.19  0.097
H  1.61  -1.21  -0.54  0.108
H  0.15  -2.96  0.24  0.091
H  -1.25  1.58  0.63  0.107



(10)
A structure of composition C21H28GaN4O3. Source: OMol25; level of theory: wB97M-V/def2-TZVPD.

Largest force on an atom   1.0 eV/A
Energy above the lowest of the compared OMol25 structures with the same formula, charge and spin   0.000 eV
E_LUMO   -8.88 eV
HOMO   -16.2 eV
Total charge   +3

Each line ends with the Löwdin charge.
Atoms and positions in Å:
Ga  0.09  -0.52  0.85  0.606
C  1.64  -1.76  -2.87  0.067
C  1.03  -1.89  -1.53  -0.379
O  1.01  -0.86  -0.77  0.017
N  0.60  -3.06  -1.12  0.155
C  -0.08  -3.45  0.13  -0.038
C  0.73  -3.24  1.40  -0.177
C  1.37  -4.30  2.01  0.048
C  2.14  -4.10  3.14  0.040
C  2.27  -2.81  3.65  0.017
C  1.61  -1.79  3.01  -0.053
N  0.83  -1.99  1.93  0.067
H  1.55  -0.73  -3.21  0.109
H  1.18  -2.42  -3.60  0.115
H  2.70  -2.01  -2.81  0.124
H  0.69  -3.81  -1.80  0.180
H  -0.29  -4.51  0.01  0.153
H  -1.04  -2.93  0.20  0.130
H  1.26  -5.30  1.59  0.144
H  2.63  -4.93  3.62  0.145
H  2.87  -2.61  4.52  0.139
H  1.65  -0.78  3.40  0.111
C  1.58  3.31  2.52  -0.027
C  1.30  1.80  2.40  -0.096
N  0.67  1.48  1.08  -0.157
C  -0.53  2.35  0.89  -0.079
C  -0.13  3.84  0.83  -0.020
N  1.33  3.94  1.18  -0.073
C  2.16  3.26  0.14  -0.022
C  1.66  1.80  -0.01  -0.087
H  2.61  3.51  2.80  0.155
H  0.92  3.79  3.24  0.155
H  0.62  1.48  3.19  0.144
H  2.23  1.23  2.47  0.134
H  -1.21  2.17  1.72  0.154
H  -1.04  2.05  -0.02  0.123
H  -0.69  4.44  1.55  0.155
H  -0.26  4.27  -0.16  0.156
H  1.59  4.92  1.23  0.211
H  3.20  3.32  0.45  0.153
H  2.05  3.81  -0.80  0.155
H  2.50  1.11  0.06  0.139
H  1.17  1.64  -0.96  0.141
O  -1.68  0.16  -0.98  0.055
C  -2.35  -0.33  -0.08  -0.494
O  -1.68  -0.86  0.97  -0.039
C  -3.80  -0.39  -0.01  -0.156
C  -4.53  0.04  -1.13  0.002
C  -5.91  -0.01  -1.10  -0.036
C  -6.57  -0.46  0.04  -0.024
C  -5.85  -0.87  1.15  -0.041
C  -4.46  -0.85  1.13  -0.009
H  -4.01  0.40  -2.01  0.125
H  -6.47  0.31  -1.97  0.122
H  -7.65  -0.48  0.06  0.125
H  -6.37  -1.22  2.03  0.120
H  -3.91  -1.18  1.99  0.117



(11)
A cluster of 2 separate species, C7H15N2 in total at a distorted geometry. Source: OMol25; level of theory: wB97M-V/def2-TZVPD.

Largest force on an atom   3.6 eV/A
Energy above the lowest of the compared OMol25 structures with the same formula, charge and spin   4.461 eV
E_LUMO (alpha / beta)   -3.74 / -3.74 eV
HOMO (alpha / beta)   -12.2 / -12.2 eV
Total charge   +1

Each line ends with the Löwdin charge.
Atoms and positions in Å:
C  -0.06  -0.29  -0.08  0.011
C  -2.22  1.39  -0.21  0.036
C  -2.05  -1.54  0.39  -0.033
C  1.78  0.29  -1.50  0.000
C  2.09  -1.28  0.61  -0.003
C  1.52  1.16  0.89  -0.075
C  1.37  0.01  -0.02  -0.569
N  -0.88  -1.10  0.19  0.041
N  -3.05  0.37  -0.22  0.053
H  -2.22  1.95  0.64  0.072
H  -1.60  1.59  -1.05  0.080
H  -2.63  -2.16  -0.30  0.108
H  -2.28  -1.66  1.45  0.109
H  1.10  -0.13  -2.24  0.094
H  1.89  1.33  -1.70  0.084
H  2.66  -0.17  -1.70  0.050
H  3.11  -0.93  1.00  0.117
H  2.42  -1.96  -0.19  0.083
H  1.34  -1.73  1.26  0.080
H  0.70  1.88  0.64  0.091
H  2.61  1.51  0.75  0.126
H  1.53  1.08  2.04  0.123
H  -3.76  0.34  0.52  0.155
H  -3.38  0.09  -1.16  0.165



(12)
A structure of composition C2H4N2P2 at a distorted geometry. Source: OMol25; level of theory: wB97M-V/def2-TZVPD.

Largest force on an atom   3.4 eV/A
Energy above the lowest of the compared OMol25 structures with the same formula, charge and spin   2.396 eV
E_LUMO (alpha / beta)   -1.32 / -1.32 eV
HOMO (alpha / beta)   -8.7 / -8.7 eV
Total charge   0

Each line ends with the Löwdin charge.
Atoms and positions in Å:
C  1.78  -1.04  -0.06  -0.610
C  -1.68  0.36  0.07  -0.224
N  2.07  1.98  -0.39  -0.315
N  -0.42  -0.26  -0.02  -0.616
P  0.22  -1.77  0.26  0.888
P  1.31  0.66  -0.38  0.682
H  2.71  -1.45  0.33  -0.023
H  -2.32  -0.07  0.81  0.058
H  -1.36  1.36  0.29  0.060
H  -2.30  0.25  -0.90  0.100